A cluster of 6 separate species, C47H77Br2N5O8S in total in a non-equilibrium geometry, computed with ωB97M-V/def2-TZVPD.

```
140
C47H77Br2N5O8S ωB97M-V/def2-TZVPD
C 5.86039 -1.51614 5.35388
O 6.45546 -0.79603 4.29056
C 5.62028 -0.77055 3.15006
C 6.21682 0.15911 2.09928
C 6.16784 -0.40498 0.64743
C 5.09889 0.31310 -0.17583
C 5.30220 0.16479 -1.68652
C 3.96771 0.28670 -2.43664
C 4.19618 0.54475 -3.92890
C 2.97567 0.23665 -4.80209
C 1.84997 1.26281 -4.59898
C 0.52683 0.64424 -4.12704
C -0.41109 1.66862 -3.41188
C -0.74595 1.09675 -2.04824
C 0.11464 1.23052 -0.96370
C -0.21103 0.64436 0.25954
C -1.38886 -0.06008 0.37707
C -2.27999 -0.16619 -0.69633
C -1.96286 0.41388 -1.92387
C -3.53503 -0.93560 -0.47216
O -4.60686 -0.59322 -0.92166
C -3.35038 -2.15279 0.37007
C -4.04072 -3.32108 0.06647
C -3.80492 -4.45263 0.84156
C -4.49072 -5.75010 0.51565
C -3.48543 -6.72070 -0.16197
C -2.62676 -6.07507 -1.26486
S -0.92600 -5.66600 -0.73690
C -2.89828 -4.37191 1.90199
C -2.20192 -3.21070 2.21742
C -1.17958 -3.11937 3.31650
Br 0.56316 -3.28237 2.38109
C -1.26626 -4.15497 4.45757
C -2.63605 -4.21053 5.11370
Br -0.62564 -5.96059 4.00363
C -2.44350 -2.07397 1.42948
C -1.77912 -0.74443 1.64041
O -1.61349 -0.24253 2.73096
H 5.89191 -2.58240 5.12526
H 6.40547 -1.28575 6.26396
H 4.83136 -1.17396 5.49574
H 4.64526 -0.37183 3.46237
H 5.42205 -1.77401 2.75808
H 7.26376 0.30456 2.35921
H 5.70273 1.11306 2.12922
H 5.94225 -1.46677 0.68986
H 7.15143 -0.22952 0.21924
H 5.03346 1.36950 0.05904
H 4.13340 -0.15514 0.04082
H 5.93971 0.96683 -2.05507
H 5.74291 -0.80449 -1.92412
H 3.39703 -0.63462 -2.31569
H 3.43841 1.14404 -2.01918
H 5.05916 -0.01553 -4.28877
H 4.42114 1.60516 -4.06182
H 2.64468 -0.78455 -4.60722
H 3.32808 0.28025 -5.83223
H 1.65335 1.75914 -5.54712
H 2.17396 1.96965 -3.83718
H 0.01069 0.13493 -4.93902
H 0.77493 -0.14486 -3.41473
H -1.32154 1.70529 -3.98130
H 0.06940 2.63999 -3.33604
H 1.05386 1.76183 -1.01771
H 0.45636 0.74265 1.10127
H -2.64297 0.32390 -2.75496
H -4.71316 -3.33463 -0.77775
H -4.87328 -6.21152 1.42213
H -5.28236 -5.57706 -0.20888
H -3.99948 -7.57191 -0.60250
H -2.79779 -7.06531 0.60715
H -3.07167 -5.18394 -1.69787
H -2.48944 -6.77551 -2.08234
H -1.02383 -4.34999 -0.49088
H -2.74661 -5.27142 2.47753
H -1.14635 -2.14707 3.78736
H -0.56962 -3.82174 5.21863
H -3.45962 -4.26551 4.40620
H -2.68494 -5.08887 5.73900
H -2.79942 -3.32533 5.71912
C -0.65789 3.41350 -6.81358
O 0.41463 3.25365 -7.36548
N -1.82833 3.58423 -7.45853
C -3.07896 3.76791 -6.74963
C -1.82762 3.58123 -8.91137
H -0.76070 3.42877 -5.71536
H -3.77355 2.96776 -7.01681
H -3.51789 4.73158 -7.02215
H -2.91011 3.74513 -5.67779
H -1.44014 2.63144 -9.28139
H -1.18444 4.37872 -9.28491
H -2.84035 3.72864 -9.27811
C 7.85831 3.39277 -0.47296
O 6.75575 2.89922 -0.61356
N 8.79768 3.44589 -1.43485
C 10.09782 4.04641 -1.21331
C 8.48916 2.87829 -2.73770
H 8.18363 3.84567 0.47904
H 10.24879 4.87659 -1.90628
H 10.88365 3.30529 -1.37247
H 10.16903 4.42116 -0.19460
H 7.62078 3.38025 -3.16590
H 8.25298 1.81857 -2.63486
H 9.34209 2.99799 -3.40065
C -4.03767 3.60235 -3.56864
O -3.08705 2.85375 -3.38835
N -5.30205 3.33299 -3.23593
C -6.38176 4.27808 -3.46087
C -5.60617 2.04683 -2.62173
H -3.91556 4.59973 -4.02411
H -6.84528 4.52789 -2.50504
H -7.12948 3.83055 -4.11896
H -6.00204 5.18785 -3.92212
H -5.03509 1.93901 -1.70141
H -5.31450 1.24545 -3.30030
H -6.66766 1.97649 -2.40370
C -5.11184 4.44345 0.28407
O -6.29268 4.64187 0.05317
N -4.59488 4.16683 1.49113
C -3.17439 3.93738 1.68665
C -5.49067 4.09314 2.63340
H -4.34909 4.47625 -0.51375
H -3.00977 2.93608 2.08938
H -2.77199 4.67222 2.38673
H -2.64602 4.02525 0.73949
H -6.24129 3.32006 2.46720
H -6.00562 5.04544 2.76370
H -4.92164 3.86088 3.52963
C -2.99403 -4.47921 9.18396
O -3.17732 -4.51594 7.98142
N -1.86335 -4.04279 9.76749
C -1.69445 -4.01978 11.20710
C -0.77833 -3.58089 8.91750
H -3.75821 -4.80998 9.90718
H -1.50953 -2.99826 11.54506
H -0.84757 -4.64626 11.49363
H -2.59087 -4.39509 11.69559
H -1.11739 -2.74508 8.30387
H -0.45900 -4.38509 8.25295
H 0.05964 -3.26344 9.53225
```

Output
Charge: 0
DFT total energy in eV: -224739.325
Highest occupied orbital energy in eV: -8.562
F_max in eV Å⁻¹: 1.7
LUMO in Eh: -0.012
Kohn-Sham gap in eV: 8.242
SMILES: COCCCCCCCCCCCc1ccc2c(c1)C(=O)c1cc(CCCS)cc([C@H](Br)[C@@H](C)Br)c1C2=O.CN(C)C=O.CN(C)C=O.CN(C)C=O.CN(C)C=O.CN(C)C=O


An isolated molecule of C4H10N2O in a non-equilibrium geometry, computed with ωB97M-V/def2-TZVPD.

```
17
C4H10N2O ωB97M-V/def2-TZVPD
C -3.16767 0.48252 0.16353
N -1.81471 0.51416 -0.22600
C -0.85867 -0.10480 0.71446
C 0.47660 -0.50551 0.16564
N 1.46403 0.58442 -0.13501
C 2.71898 -0.03579 -0.81977
O -3.62497 -0.13597 1.11987
H -3.75035 0.86470 -0.60776
H -1.62042 0.47335 -1.23575
H -0.69612 0.61196 1.54981
H -1.29358 -0.99967 1.13809
H 0.31187 -1.03451 -0.67735
H 0.94438 -1.16755 0.97911
H 1.84339 1.01359 0.72811
H 3.55191 -0.12820 -0.07298
H 2.48686 -1.06343 -1.16109
H 3.02849 0.63073 -1.62291
```

Output
Charge: 0
DFT total energy in eV: -9336.822
Highest occupied orbital energy in eV: -9.120
F_max in eV Å⁻¹: 4.7
LUMO in Eh: 0.034
Energy relative to the best compared isomer or geometry (same formula, charge and spin) in kcal/mol: 49.95
Kohn-Sham gap in eV: 10.051
SMILES: CNCCNC=O


The ion C6H17IOP with charge -1 in a non-equilibrium geometry, computed with ωB97M-V/def2-TZVPD.

```
26
C6H17IOP ωB97M-V/def2-TZVPD
C 2.46879 -1.05429 0.99793
C 1.93668 -0.68225 -0.40320
O 2.99340 -0.78583 -1.39567
C 1.36707 0.75762 -0.49887
P 0.08069 1.22026 0.85375
C -1.44544 0.95433 -0.29580
C -2.36045 -0.24426 0.09476
C -2.92331 -0.94133 -1.19753
I -4.14157 0.38393 1.22328
H 1.75472 -1.76251 1.45081
H 3.45218 -1.55426 0.98749
H 2.52295 -0.19515 1.68110
H 1.14450 -1.36515 -0.76186
H 3.77699 -1.12627 -0.97641
H 2.23457 1.43533 -0.34919
H 1.03488 0.92592 -1.53856
H 0.11643 2.62240 0.40209
H -0.81927 1.64480 1.94252
H -0.03539 -0.15312 1.34074
H 1.20439 1.51225 1.76439
H -1.21101 0.87988 -1.37182
H -2.06968 1.86283 -0.19151
H -1.85242 -1.02005 0.67953
H -3.71412 -0.28504 -1.58432
H -3.38687 -1.90515 -0.92187
H -2.12874 -1.12488 -1.93180
```

Output
Charge: -1
DFT total energy in eV: -25931.909
Highest occupied orbital energy in eV: -3.398
F_max in eV Å⁻¹: 2.0
LUMO in Eh: 0.104
Energy relative to the best compared isomer or geometry (same formula, charge and spin) in kcal/mol: 6.11
Kohn-Sham gap in eV: 6.220


A cluster of 9 separate species, C10H39NO12 in total in a non-equilibrium geometry, computed with ωB97M-V/def2-TZVPD.

```
62
C10H39NO12 ωB97M-V/def2-TZVPD
O -0.98463 1.86630 -3.93311
H -1.69125 1.20786 -3.87507
H -0.25300 1.45309 -3.45037
O 2.46231 3.30966 4.23816
H 1.77917 3.36468 4.91375
H 2.19792 2.56216 3.69439
O -4.02811 -2.31717 -3.24169
H -4.64319 -2.89106 -3.70627
H -3.21026 -2.81933 -3.18036
O 1.12020 1.28266 6.54506
H 1.18224 1.30107 7.50403
H 1.79341 0.65331 6.27097
O 2.50182 -2.43488 -2.08301
H 3.18957 -2.90445 -1.60276
H 2.80429 -1.52125 -2.11920
C -4.26000 2.52241 -2.78718
C -3.69611 1.28159 -2.14539
O -3.25487 0.36913 -3.16452
O -5.55890 2.33017 -3.30440
H -3.55467 2.81949 -3.57296
H -4.29561 3.33741 -2.06450
H -4.46276 0.83424 -1.50875
H -2.80851 1.55899 -1.57026
H -3.71719 -0.47452 -3.06113
H -5.59119 1.46971 -3.73335
C -0.83265 -3.56076 3.50989
C 0.51416 -4.13376 3.15740
O 0.86428 -5.27998 3.88775
O -0.82408 -3.23511 4.89281
H -1.58919 -4.31860 3.27802
H -1.04399 -2.69240 2.87424
H 1.30950 -3.37722 3.09605
H 0.43823 -4.42445 2.09914
H 0.81951 -5.04242 4.82006
H -1.72757 -3.15103 5.20785
C 3.60491 2.40684 -2.46467
C 2.85968 3.14989 -1.39097
O 1.49695 3.33978 -1.71178
O 3.57499 0.96839 -2.21357
H 4.64374 2.73206 -2.52070
H 3.06177 2.56149 -3.39727
H 3.29999 4.14872 -1.36004
H 3.01178 2.70678 -0.40165
H 1.02572 2.49975 -1.66151
H 4.21106 0.56805 -2.81350
C -0.91768 -1.09431 -0.65025
C 0.03710 0.08657 -0.70224
C 1.13118 0.04139 0.35880
O 0.60744 0.61053 1.56429
C 1.16959 0.05023 2.70638
N 0.62029 0.25038 -2.05930
H -1.50015 -0.99641 0.27292
H -0.38960 -2.04877 -0.58398
H -1.61789 -1.09213 -1.48389
H -0.55101 0.98294 -0.46885
H 1.95637 0.68737 0.03959
H 1.46238 -0.98175 0.55767
H 0.79156 0.43812 3.64983
H 2.25765 0.26818 2.68769
H 1.14059 -1.04653 2.76925
H 0.43946 -0.58772 -2.59689
H 1.62330 0.40461 -2.01066
```

Output
Charge: 0
DFT total energy in eV: -37060.649
Highest occupied orbital energy in eV: -9.593
F_max in eV Å⁻¹: 2.0
LUMO in Eh: 0.005
Energy relative to the best compared isomer or geometry (same formula, charge and spin) in kcal/mol: 9.39
Kohn-Sham gap in eV: 9.725
SMILES: COC[C@H](C)N.OCCO.OCCO.OCCO.O.O.O.O.O


Which of these has the highest LUMO?
C6H17IOP


Repeat the third record exactly.
The ion C6H17IOP with charge -1 in a non-equilibrium geometry, computed with ωB97M-V/def2-TZVPD.

```
26
C6H17IOP ωB97M-V/def2-TZVPD
C 2.46879 -1.05429 0.99793
C 1.93668 -0.68225 -0.40320
O 2.99340 -0.78583 -1.39567
C 1.36707 0.75762 -0.49887
P 0.08069 1.22026 0.85375
C -1.44544 0.95433 -0.29580
C -2.36045 -0.24426 0.09476
C -2.92331 -0.94133 -1.19753
I -4.14157 0.38393 1.22328
H 1.75472 -1.76251 1.45081
H 3.45218 -1.55426 0.98749
H 2.52295 -0.19515 1.68110
H 1.14450 -1.36515 -0.76186
H 3.77699 -1.12627 -0.97641
H 2.23457 1.43533 -0.34919
H 1.03488 0.92592 -1.53856
H 0.11643 2.62240 0.40209
H -0.81927 1.64480 1.94252
H -0.03539 -0.15312 1.34074
H 1.20439 1.51225 1.76439
H -1.21101 0.87988 -1.37182
H -2.06968 1.86283 -0.19151
H -1.85242 -1.02005 0.67953
H -3.71412 -0.28504 -1.58432
H -3.38687 -1.90515 -0.92187
H -2.12874 -1.12488 -1.93180
```

Output
Charge: -1
DFT total energy in eV: -25931.909
Highest occupied orbital energy in eV: -3.398
F_max in eV Å⁻¹: 2.0
LUMO in Eh: 0.104
Energy relative to the best compared isomer or geometry (same formula, charge and spin) in kcal/mol: 6.11
Kohn-Sham gap in eV: 6.220


The lowest F_max belongs to which entry?
C47H77Br2N5O8S


Which value of DFT total energy does entry 2 give?
-9336.822 eV